C34H47BeNO2P2 as an isolated structure, computed with the ωB97M-V functional and the def2-TZVPD basis.

## Properties
LUMO (eV): -0.16
ΔE to the lowest compared entry with this formula, charge and spin (kJ/mol): 5.6
Electronic energy (Eh): -2226.6490
Maximum force (eV/Å): 0.20

Each line ends with the Löwdin charge.
Cartesian coordinates (Å):
Be: -0.05968 -0.61508 0.92128  0.01
C: 2.67306 1.58261 3.01208  -0.12
C: 3.50988 0.40261 2.50933  -0.55
C: 4.95614 0.82109 2.27332  -0.11
P: 2.58267 -0.36266 1.09053  1.13
C: 3.80857 -1.48880 0.28090  -0.55
C: 4.12352 -2.64428 1.23150  -0.11
C: 3.25696 -2.00606 -1.04799  -0.10
C: 2.39082 0.96499 -0.14157  -0.29
C: 3.47769 1.49924 -0.84276  -0.06
C: 3.33343 2.43559 -1.84983  -0.28
C: 4.52009 3.01641 -2.57089  -0.06
C: 2.02993 2.81643 -2.17820  -0.04
C: 0.93916 2.30031 -1.51513  -0.03
C: 1.08197 1.37496 -0.46358  -0.27
N: -0.03891 0.84520 0.18387  -0.01
C: -1.15147 1.68568 0.36845  -0.28
C: -1.00823 3.05179 0.64587  -0.02
C: -2.10651 3.87051 0.81893  -0.04
C: -3.40392 3.37169 0.73089  -0.28
C: -4.60151 4.26264 0.93183  -0.06
C: -3.54861 2.01519 0.48220  -0.06
C: -2.45844 1.16102 0.31480  -0.28
P: -2.54234 -0.64588 0.09582  1.13
C: -4.15905 -1.25427 0.78718  -0.53
C: -4.25818 -0.78689 2.24431  -0.12
C: -5.47568 -1.04315 0.04153  -0.11
C: -2.54528 -0.84989 -1.74344  -0.53
C: -3.48013 0.04718 -2.54938  -0.10
C: -2.69870 -2.33105 -2.08980  -0.11
H: 3.07110 1.96391 3.95522  0.08
H: 1.62920 1.29867 3.16524  0.06
H: 2.69164 2.39607 2.28339  0.08
H: 3.48787 -0.37727 3.27898  0.10
H: 5.00690 1.64534 1.55949  0.07
H: 5.57286 0.00275 1.89918  0.06
H: 5.40246 1.17073 3.20794  0.08
H: 4.73065 -0.93519 0.08129  0.09
H: 3.22669 -3.23944 1.42445  0.07
H: 4.50690 -2.29357 2.19211  0.06
H: 4.87537 -3.30544 0.79421  0.08
H: 2.29596 -2.50110 -0.90198  0.06
H: 3.95583 -2.72196 -1.48795  0.08
H: 3.10874 -1.19406 -1.76062  0.07
H: 4.47692 1.15418 -0.59871  0.10
H: 5.42738 2.45424 -2.34903  0.07
H: 4.69323 4.05467 -2.27835  0.08
H: 4.37265 3.00365 -3.65222  0.08
H: 1.86924 3.52086 -2.98786  0.11
H: -0.05712 2.60165 -1.81256  0.12
H: -0.01182 3.46836 0.72342  0.12
H: -1.95280 4.92304 1.03246  0.11
H: -4.43983 5.24886 0.49519  0.07
H: -4.81440 4.40655 1.99399  0.08
H: -5.49224 3.83295 0.47261  0.07
H: -4.55040 1.61137 0.40687  0.09
H: -3.98036 -2.33553 0.81690  0.10
H: -4.58604 0.25096 2.30505  0.07
H: -3.29226 -0.85320 2.75084  0.06
H: -4.97666 -1.40096 2.79179  0.08
H: -5.72377 0.01020 -0.08488  0.06
H: -6.28996 -1.50556 0.60675  0.08
H: -5.45967 -1.50413 -0.94450  0.05
H: -1.51564 -0.55520 -1.98171  0.10
H: -4.52845 -0.20262 -2.39002  0.06
H: -3.27449 -0.06535 -3.61726  0.08
H: -3.33995 1.09675 -2.28865  0.07
H: -3.70618 -2.69020 -1.86509  0.07
H: -1.98704 -2.93936 -1.52759  0.06
H: -2.52232 -2.49604 -3.15484  0.08
C: -0.58439 -1.68690 4.62476  0.01
C: -0.32394 -1.76564 3.14807  -0.31
O: -0.36880 -0.68122 2.52525  0.02
C: -0.04487 -3.02538 2.51183  -0.09
C: -0.00878 -4.21675 3.27445  -0.04
C: 0.23422 -5.43102 2.69798  -0.09
C: 0.44881 -5.49464 1.30688  -0.07
C: 0.42291 -4.36813 0.53292  -0.01
C: 0.18202 -3.09127 1.10316  -0.31
O: 0.18430 -2.05616 0.33559  -0.11
H: -0.77224 -0.65022 4.88975  0.09
H: 0.27425 -2.05806 5.18549  0.10
H: -1.44781 -2.29562 4.89616  0.10
H: -0.17883 -4.16410 4.34165  0.11
H: 0.25886 -6.33066 3.29667  0.10
H: 0.63900 -6.45431 0.84160  0.11
H: 0.59016 -4.40813 -0.53581  0.12